Below is 5 unconnected molecules or ions with the total composition C39H73N2O12, with properties calculated with ωB97M-V with the def2-TZVPD basis set.

Each atom is followed by the atoms it is bonded to, with distances in Å.
CARTESIAN COORDINATES (ANGSTROEM)
1 C 8.23628 -4.09805 1.21131  C2 1.538, H30 1.094, H31 1.092, H32 1.092
2 C 9.76116 -4.11800 1.41417  C1 1.538, C3 1.531, H33 1.092, H34 1.096
3 C 10.35355 -2.71616 1.58032  C2 1.531, C4 1.530, H35 1.096, H36 1.094
4 C 10.46910 -1.97078 0.24906  C3 1.530, C5 1.528, H37 1.097, H38 1.098
5 C 10.62163 -0.45892 0.41331  C4 1.528, C6 1.541, H39 1.095, H40 1.095
6 C 10.42026 0.33694 -0.89075  C5 1.541, C7 1.529, H41 1.094, H42 1.096
7 C 9.15625 1.19739 -0.85583  C6 1.529, C8 1.529, H43 1.098, H44 1.096
8 C 7.87703 0.36406 -0.77742  C7 1.529, C9 1.535, H45 1.095, H46 1.097
9 C 6.60724 1.20988 -0.60647  C8 1.535, C10 1.526, H47 1.098, H48 1.097
10 C 5.41149 0.66185 -1.38069  C9 1.526, C11 1.531, H49 1.096, H50 1.098
11 C 4.13432 1.48102 -1.17973  C10 1.531, C12 1.543, H51 1.096, H52 1.095
12 C 3.39630 1.13614 0.13112  C11 1.543, C13 1.529, H53 1.095, H54 1.095
13 C 2.03642 0.47560 -0.09581  C12 1.529, C14 1.530, H55 1.096, H56 1.098
14 C 0.92450 1.47504 -0.42049  C13 1.530, C15 1.536, H57 1.095, H58 1.096
15 C -0.46568 0.82268 -0.42088  C14 1.536, C16 1.533, H59 1.097, H60 1.097
16 C -1.22023 1.04912 0.89385  C15 1.533, C17 1.536, H61 1.097, H62 1.094
17 C -2.38468 0.07370 1.11981  C16 1.536, C18 1.536, H63 1.097, H64 1.093
18 C -3.72998 0.66116 0.66835  C17 1.536, C19 1.547, H65 1.095, H66 1.095
19 C -4.73694 -0.34363 0.06004  C18 1.547, C20 1.533, C29 1.546, H67 1.096
20 C -5.11318 0.05900 -1.37005  C19 1.533, C21 1.524, H68 1.091, H69 1.099
21 C -6.12369 -0.91882 -1.95696  C20 1.524, C22 1.542, H70 1.094, H71 1.091
22 C -7.34379 -1.12742 -1.03664  C21 1.542, N23 1.496, H72 1.090, H73 1.091
23 N -7.26223 -0.24453 0.16810  C22 1.496, C24 1.516, C29 1.500, H74 1.021
24 C -8.48919 -0.23643 1.05772  N23 1.516, C25 1.529, H75 1.093, H76 1.090
25 C -9.21742 -1.56563 1.25735  C24 1.529, C26 1.548, H77 1.090, H78 1.093
26 C -10.59254 -1.63123 0.54867  C25 1.548, C27 1.531, H79 1.093, H80 1.099
27 C -10.96107 -3.00137 -0.02609  C26 1.531, N28 1.458, H81 1.093, H82 1.094
28 N -10.35621 -3.31485 -1.31560  C27 1.458, H83 1.008, H84 1.013
29 C -6.00110 -0.51441 0.93412  C19 1.546, N23 1.500, H85 1.092, H86 1.091
30 H 7.89120 -3.09196 0.95328  C1 1.094
31 H 7.71007 -4.40402 2.11756  C1 1.092
32 H 7.91919 -4.76735 0.40862  C1 1.092
33 H 10.01795 -4.72676 2.28389  C2 1.092
34 H 10.23897 -4.59074 0.54865  C2 1.096
35 H 9.72889 -2.13898 2.27180  C3 1.096
36 H 11.34476 -2.78922 2.03791  C3 1.094
37 H 11.34128 -2.35575 -0.29262  C4 1.097
38 H 9.59018 -2.18176 -0.37401  C4 1.098
39 H 11.61342 -0.25003 0.82693  C5 1.095
40 H 9.91083 -0.10247 1.16675  C5 1.095
41 H 11.28374 0.98421 -1.06805  C6 1.094
42 H 10.37741 -0.35089 -1.74343  C6 1.096
43 H 9.21770 1.85723 0.01998  C7 1.098
44 H 9.11360 1.83663 -1.74463  C7 1.096
45 H 7.96376 -0.33417 0.06219  C8 1.095
46 H 7.79777 -0.23106 -1.69524  C8 1.097
47 H 6.34276 1.24389 0.45843  C9 1.098
48 H 6.79545 2.24551 -0.91480  C9 1.097
49 H 5.67042 0.62761 -2.44474  C10 1.096
50 H 5.22725 -0.37336 -1.06615  C10 1.098
51 H 3.46173 1.30465 -2.02685  C11 1.096
52 H 4.38367 2.54682 -1.20673  C11 1.095
53 H 4.02463 0.46793 0.72909  C12 1.095
54 H 3.25230 2.04339 0.72732  C12 1.095
55 H 1.74460 -0.10717 0.78564  C13 1.096
56 H 2.12241 -0.23440 -0.92874  C13 1.098
57 H 1.12802 1.92418 -1.39790  C14 1.095
58 H 0.96149 2.28484 0.31720  C14 1.096
59 H -1.06206 1.22284 -1.24984  C15 1.097
60 H -0.36170 -0.25442 -0.59840  C15 1.097
61 H -1.61508 2.07268 0.88043  C16 1.097
62 H -0.51297 0.99683 1.72633  C16 1.094
63 H -2.19291 -0.84526 0.55316  C17 1.097
64 H -2.42316 -0.20181 2.17704  C17 1.093
65 H -3.53103 1.43150 -0.08353  C18 1.095
66 H -4.19856 1.17778 1.51222  C18 1.095
67 H -4.24661 -1.32121 -0.00998  C19 1.096
68 H -4.21075 0.09730 -1.98199  C20 1.091
69 H -5.50961 1.08364 -1.36918  C20 1.099
70 H -5.62657 -1.88497 -2.08088  C21 1.094
71 H -6.44922 -0.61777 -2.95356  C21 1.091
72 H -8.27162 -0.88661 -1.55604  C22 1.090
73 H -7.34706 -2.16413 -0.69753  C22 1.091
74 H -7.17901 0.71351 -0.17347  N23 1.021
75 H -9.17255 0.50837 0.64248  C24 1.093
76 H -8.12818 0.16379 2.00558  C24 1.090
77 H -8.58652 -2.41437 0.99488  C25 1.090
78 H -9.40169 -1.64968 2.33101  C25 1.093
79 H -11.35623 -1.31097 1.26264  C26 1.093
80 H -10.62629 -0.90509 -0.27568  C26 1.099
81 H -12.04668 -3.04300 -0.14956  C27 1.093
82 H -10.67623 -3.78447 0.68202  C27 1.094
83 H -9.40352 -3.62572 -1.20538  N28 1.008
84 H -10.36595 -2.51284 -1.93429  N28 1.013
85 H -6.10254 -1.50907 1.37283  C29 1.092
86 H -5.99008 0.20770 1.75160  C29 1.091
87 C -3.05781 3.19669 -4.64523  C88 1.519, O92 1.441, H93 1.085, H94 1.090
88 C -2.59279 4.53170 -4.08884  C87 1.519, O89 1.439, H95 1.090, H96 1.085
89 O -3.42469 4.66981 -2.92270  C88 1.439, C90 1.341
90 C -3.82339 3.44934 -2.53508  O89 1.341, O91 1.196, O92 1.345
91 O -4.36617 3.21813 -1.49475  C90 1.196
92 O -3.51706 2.52129 -3.45864  C87 1.441, C90 1.345
93 H -2.27212 2.61213 -5.11320  C87 1.085
94 H -3.90068 3.29943 -5.32869  C87 1.090
95 H -1.55178 4.51435 -3.76631  C88 1.090
96 H -2.75864 5.37304 -4.75393  C88 1.085
97 C -3.55046 6.46686 0.25732  C98 1.517, O102 1.431, H103 1.086, H104 1.091
98 C -2.78408 5.20360 0.60293  C97 1.517, O99 1.430, H105 1.092, H106 1.084
99 O -1.42563 5.62987 0.46635  C98 1.430, C100 1.357
100 C -1.37530 6.97766 0.62012  O99 1.357, O101 1.185, O102 1.354
101 O -0.37759 7.60865 0.72140  C100 1.185
102 O -2.62786 7.49180 0.63800  C97 1.431, C100 1.354
103 H -4.47907 6.58723 0.80790  C97 1.086
104 H -3.74500 6.54813 -0.81322  C97 1.091
105 H -2.95080 4.88705 1.63508  C98 1.092
106 H -2.98534 4.37961 -0.07184  C98 1.084
107 C 7.77545 2.00575 4.60602  C108 1.519, O112 1.430, H113 1.086, H114 1.091
108 C 8.55000 1.96356 3.30023  C107 1.519, O109 1.429, H115 1.092, H116 1.086
109 O 9.47440 0.89919 3.53636  C108 1.429, C110 1.355
110 C 8.96407 0.08242 4.48996  O109 1.355, O111 1.185, O112 1.355
111 O 9.40532 -0.97843 4.78119  C110 1.185
112 O 7.87188 0.65144 5.05549  C107 1.430, C110 1.355
113 H 6.72985 2.27732 4.49168  C107 1.086
114 H 8.24526 2.65533 5.34609  C107 1.091
115 H 7.91902 1.69812 2.44882  C108 1.092
116 H 9.09538 2.87670 3.07882  C108 1.086
117 C -5.85599 -6.68208 -1.62102  C118 1.519, O122 1.442, H123 1.085, H124 1.090
118 C -6.43664 -7.45658 -0.45024  C117 1.519, O119 1.441, H125 1.090, H126 1.085
119 O -6.74243 -6.40035 0.48057  C118 1.441, C120 1.333
120 C -6.89234 -5.26610 -0.20384  O119 1.333, O121 1.201, O122 1.341
121 O -7.32921 -4.24609 0.25670  C120 1.201
122 O -6.50484 -5.40243 -1.48047  C117 1.442, C120 1.341
123 H -6.08954 -7.10184 -2.59401  C117 1.085
124 H -4.78052 -6.53032 -1.53032  C117 1.090
125 H -7.36592 -7.96625 -0.70280  C118 1.090
126 H -5.74510 -8.15500 0.00943  C118 1.085

Computed properties:
* total charge: +1
* electronic energy: -69172.690 eV